{
  "formula": "C5H8N2",
  "method": "ωB97M-V with the def2-TZVPD basis set",
  "e_tot_ha": -304.7303,
  "homo_ha": -0.30294,
  "molar_mass_g_mol": 96.1,
  "gap_ev": 9.25,
  "relative_energy_ev": 2.8623,
  "max_force_ev_per_a": 0.6,
  "species": ["N", "C", "C", "N", "C", "C", "C", "H", "H", "H", "H", "H", "H", "H", "H"],
  "xyz": [[2.041, 0.119, -0.610], [1.004, -0.512, 0.196], [0.619, 0.145, 1.541], [-0.699, 0.152, 1.518], [-0.275, -0.622, -0.614], [-1.052, 0.650, -0.854], [-1.395, -0.263, 0.289], [2.914, 0.179, -0.097], [1.756, 1.070, -0.826], [1.361, -1.521, 0.454], [-0.375, -1.429, -1.329], [-0.641, 1.612, -0.553], [-1.681, 0.678, -1.738], [-2.332, -0.812, 0.350], [-1.245, 0.554, 2.272]]
}

---

{
  "formula": "C32H34IN11O10P2SW",
  "method": "ωB97M-V with the def2-TZVPD basis set",
  "e_tot_ha": -4040.2973,
  "spin_multiplicity": 3,
  "homo_ha": [-0.25542, -0.30359],
  "molar_mass_g_mol": 1137.5,
  "gap_ev": [5.99, 7.29],
  "s2": 2.008,
  "relative_energy_ev": 5.5432,
  "max_force_ev_per_a": 3.5,
  "species": ["W", "C", "C", "N", "C", "C", "C", "O", "C", "C", "N", "C", "C", "C", "C", "C", "C", "I", "C", "O", "H", "H", "H", "H", "H", "H", "H", "H", "H", "H", "H", "H", "C", "C", "O", "P", "O", "O", "O", "P", "O", "O", "O", "H", "H", "H", "H", "H", "H", "H", "N", "C", "N", "N", "N", "N", "C", "N", "N", "N", "N", "H", "O", "S", "C", "C", "C", "C", "C", "C", "C", "C", "C", "C", "C", "C", "C", "C", "H", "H", "H", "H", "H", "H", "H", "H", "H", "H", "H", "H", "H", "H"],
  "xyz": [[1.573, -1.142, 0.960], [-1.497, -3.880, 1.835], [-2.072, -2.507, 1.696], [-3.381, -2.404, 1.511], [-3.947, -1.197, 1.513], [-3.258, -0.021, 1.717], [-4.013, 1.278, 1.816], [-3.745, 2.175, 0.741], [-1.858, -0.094, 1.848], [-1.060, 1.076, 2.112], [0.223, 1.150, 1.995], [0.774, 2.361, 2.407], [0.292, 3.062, 3.522], [0.742, 4.324, 3.836], [1.718, 4.928, 3.052], [2.264, 4.230, 1.998], [1.819, 2.943, 1.684], [2.593, -0.502, 3.505], [-1.258, -1.366, 1.807], [0.056, -1.442, 2.001], [-2.065, -4.581, 1.227], [-1.565, -4.191, 2.880], [-0.459, -3.876, 1.538], [-5.023, -1.191, 1.369], [-3.741, 1.814, 2.727], [-5.083, 1.058, 1.874], [-4.171, 1.829, -0.050], [-1.604, 1.978, 2.396], [-0.423, 2.566, 4.166], [0.345, 4.844, 4.697], [2.076, 5.919, 3.292], [3.066, 4.648, 1.408], [0.872, -5.774, -0.344], [2.090, -4.901, -0.014], [3.314, -5.482, -0.402], [2.280, -4.459, 1.755], [3.604, -4.978, 2.422], [1.246, -5.389, 2.529], [1.952, -3.015, 2.041], [1.881, -3.166, -0.934], [2.251, -0.977, -1.181], [1.526, -3.476, -2.346], [0.658, -2.585, -0.092], [1.226, -6.697, -0.800], [0.210, -5.267, -1.047], [0.299, -6.034, 0.543], [3.371, -5.468, -1.366], [4.409, -4.574, 2.061], [1.477, -5.489, 3.464], [1.903, -1.040, -2.070], [4.661, 0.122, -0.774], [4.679, -1.135, -0.243], [5.597, -2.028, -0.546], [5.303, -3.068, 0.225], [4.271, -2.826, 0.942], [3.816, -1.567, 0.689], [3.772, 1.068, -0.435], [3.850, 2.285, -0.980], [3.034, 3.035, -0.318], [2.456, 2.300, 0.593], [2.840, 0.983, 0.529], [5.268, 0.325, -1.551], [0.132, -0.018, -0.356], [0.321, 1.120, -1.350], [-0.299, 0.414, -2.933], [-1.692, -0.116, -2.814], [-1.941, -1.230, -2.014], [-3.243, -1.667, -1.822], [-4.298, -1.008, -2.440], [-4.050, 0.081, -3.266], [-2.750, 0.530, -3.448], [-1.067, 2.239, -1.009], [-1.077, 3.488, -1.842], [-2.264, 3.905, -2.437], [-2.319, 5.104, -3.130], [-1.187, 5.898, -3.235], [0.002, 5.483, -2.655], [0.060, 4.285, -1.959], [0.410, -0.371, -3.188], [-0.205, 1.234, -3.648], [-1.117, -1.749, -1.536], [-3.436, -2.521, -1.185], [-5.312, -1.356, -2.291], [-4.869, 0.584, -3.765], [-2.554, 1.386, -4.084], [-0.946, 2.495, 0.036], [-1.982, 1.663, -1.116], [-3.152, 3.294, -2.338], [-3.248, 5.419, -3.589], [-1.234, 6.840, -3.766], [0.889, 6.097, -2.741], [0.991, 3.969, -1.505]]
}

---

{
  "formula": "C17H23Cl5HfNO2P2",
  "method": "ωB97M-V with the def2-TZVPD basis set",
  "total_charge": 3,
  "e_tot_ha": -3897.4414,
  "homo_ha": [-0.66805, -0.66805],
  "molar_mass_g_mol": 691.1,
  "gap_ev": [3.43, 3.43],
  "max_force_ev_per_a": 7.5,
  "species": ["Hf", "P", "C", "C", "N", "C", "C", "C", "C", "C", "P", "H", "H", "H", "H", "H", "H", "H", "H", "O", "H", "H", "O", "H", "C", "H", "H", "H", "C", "H", "H", "H", "C", "H", "H", "H", "C", "H", "H", "H", "Cl", "C", "C", "C", "Cl", "C", "Cl", "C", "Cl", "C", "Cl"],
  "xyz": [[0.069, -0.702, -0.281], [-1.055, 0.911, -1.996], [0.480, 1.949, -2.135], [0.967, 2.354, -0.761], [0.914, 1.422, 0.229], [1.428, 1.722, 1.448], [1.999, 2.961, 1.696], [2.101, 3.900, 0.677], [1.588, 3.576, -0.571], [1.409, 0.665, 2.538], [1.396, -1.061, 1.863], [1.635, 4.243, -1.433], [2.374, 3.152, 2.705], [2.565, 4.868, 0.845], [2.301, 0.769, 3.174], [0.515, 0.797, 3.173], [1.277, 1.261, -2.584], [0.269, 2.821, -2.776], [4.539, -4.838, -1.334], [1.912, -0.356, -1.822], [2.766, -0.829, -1.781], [1.266, -0.976, -2.262], [4.043, -4.760, -0.521], [3.204, -4.346, -0.796], [3.139, -1.536, 1.881], [3.503, -1.568, 2.917], [3.249, -2.528, 1.421], [3.735, -0.817, 1.306], [0.679, -2.005, 3.231], [0.469, -3.019, 2.866], [1.379, -2.054, 4.076], [-0.266, -1.551, 3.553], [-2.281, 2.132, -1.468], [-2.137, 3.078, -2.008], [-3.283, 1.733, -1.678], [-2.205, 2.315, -0.389], [-1.504, 0.501, -3.697], [-2.411, -0.120, -3.667], [-1.703, 1.409, -4.281], [-0.706, -0.080, -4.177], [-1.893, 2.126, 2.661], [-2.329, 0.583, 2.013], [-1.512, -0.099, 1.115], [-1.903, -1.278, 0.495], [0.229, -2.853, -1.230], [-3.111, -1.911, 0.797], [-3.566, -3.395, 0.060], [-3.940, -1.276, 1.749], [-5.419, -1.991, 2.201], [-3.552, -0.024, 2.350], [-4.586, 0.726, 3.480]]
}